Entry 1:
Formula: C7F6LiNO9S2
Source: the OMol25 dataset
Level of theory: wB97M-V/def2-TZVPD

```
26
Properties=species:S:1:pos:R:3:lowdin_charge:R:1
Li 0.773 0.371 -0.424 0.684
O 0.468 -2.133 5.485 -0.010
C 0.970 -1.522 4.530 -0.310
C 2.496 -1.229 4.303 -0.277
O 3.305 -1.671 5.120 -0.002
C 2.498 -0.541 2.897 -0.374
C 1.128 -0.188 2.505 -0.325
O 0.761 0.349 1.434 -0.153
C 0.132 -0.720 3.570 -0.325
O -1.093 -0.543 3.616 -0.017
O 3.568 -0.390 2.331 -0.030
F 1.310 2.014 -5.069 0.093
C 0.683 1.020 -4.362 -0.585
F -0.107 0.337 -5.207 0.107
F 1.596 0.172 -3.829 0.118
S -0.493 1.716 -3.005 0.683
O 0.355 1.799 -1.796 -0.386
O -1.177 2.882 -3.591 -0.312
N -1.583 0.510 -2.961 -0.324
S -1.706 -0.598 -1.819 0.625
O -0.431 -1.005 -1.208 -0.381
O -2.508 -1.644 -2.388 -0.305
C -2.642 0.138 -0.272 -0.617
F -2.158 -0.569 0.780 0.132
F -2.200 1.368 -0.115 0.146
F -3.944 0.077 -0.520 0.147
```

## Properties
LUMO (spin up / spin down): 4.3 / 4.3 eV
Total charge: -2
Kohn-Sham gap (spin up / spin down): 4.4 / 4.4 eV
E_HOMO (spin up / spin down): -0.0035 / -0.0036 hartree
Energy relative to the best compared isomer or geometry (same formula, charge and spin): 42.1 kJ/mol

Entry 2:
Formula: C2H10N2O
Source: the OMol25 dataset
Level of theory: wB97M-V/def2-TZVPD

```
15
Properties=species:S:1:pos:R:3:lowdin_charge:R:1
N -0.058 2.480 0.584 -0.025
C -0.594 1.709 -0.540 -0.284
C -1.196 0.344 -0.144 -0.289
N -0.205 -0.713 -0.004 -0.011
H 0.148 1.887 1.374 0.048
H -0.674 3.199 0.951 0.059
H 0.295 1.479 -1.144 0.096
H -1.198 2.357 -1.174 0.104
H -1.839 0.490 0.719 0.103
H -1.859 0.024 -0.957 0.103
H 0.449 -0.453 0.725 0.064
H 0.281 -0.900 -0.857 0.058
O 1.725 -3.286 -0.112 -0.088
H 2.432 -3.281 0.557 0.042
H 0.822 -3.109 0.204 0.022
```

## Properties
LUMO: 1.0 eV
Kohn-Sham gap: 10.0 eV
E_HOMO: -0.3308 hartree
SMILES: NCCN.O
Energy relative to the best compared isomer or geometry (same formula, charge and spin): 50.9 kJ/mol

Entry 3:
Formula: C15H47InN15O10S
Source: the OMol25 dataset
Level of theory: wB97M-V/def2-TZVPD

```
89
Properties=species:S:1:pos:R:3:lowdin_charge:R:1
C 2.604 1.453 0.939 0.002
C 3.018 0.809 -0.359 -0.528
O 3.220 1.467 -1.373 0.008
N 3.196 -0.553 -0.354 0.050
C 2.232 -1.403 0.386 -0.198
C 0.906 -1.503 -0.355 -0.218
C -0.075 -2.472 0.304 -0.293
C -1.062 -1.836 1.310 -0.290
In -2.023 0.061 0.750 0.597
C -3.679 0.706 2.042 -0.274
S -2.709 -0.207 -1.696 0.483
C -2.824 1.371 -2.537 -0.223
O -1.621 -0.910 -2.397 -0.460
O -4.039 -0.834 -1.857 -0.480
H 1.592 1.135 1.212 0.054
H 2.597 2.535 0.805 0.077
H 3.277 1.162 1.750 0.089
H 3.237 -0.818 -1.337 0.116
H 2.674 -2.404 0.445 0.101
H 2.117 -1.031 1.401 0.082
H 1.123 -1.856 -1.373 0.109
H 0.492 -0.496 -0.475 0.067
H 0.530 -3.208 0.855 0.096
H -0.610 -3.038 -0.464 0.094
H -0.575 -1.719 2.284 0.019
H -1.869 -2.565 1.481 0.013
H -0.806 1.379 0.737 -0.076
H -4.591 0.128 1.875 -0.031
H -3.355 0.594 3.083 -0.045
H -3.909 1.760 1.862 -0.043
H -1.954 1.975 -2.275 0.047
H -2.834 1.142 -3.607 0.056
H -3.761 1.856 -2.255 0.051
C -5.180 -4.365 -0.567 -0.659
O -6.296 -4.270 -1.075 -0.016
N -4.268 -3.376 -0.554 0.191
N -4.787 -5.542 0.029 0.137
H -3.364 -3.495 -0.134 0.087
H -4.460 -2.475 -0.986 0.062
H -5.445 -6.297 0.037 0.090
H -3.889 -5.665 0.455 0.087
C 2.447 -1.479 4.438 -0.662
O 1.724 -1.662 3.473 0.025
N 3.399 -2.395 4.819 0.143
N 2.350 -0.355 5.198 0.159
H 4.001 -2.267 5.609 0.082
H 3.476 -3.228 4.268 0.096
H 1.646 0.318 4.938 0.062
H 2.916 -0.170 6.002 0.089
C 5.341 4.764 -2.526 -0.680
O 5.879 5.869 -2.562 -0.014
N 5.673 3.767 -3.403 0.156
N 4.381 4.434 -1.631 0.173
H 5.239 2.862 -3.382 0.096
H 6.389 3.959 -4.078 0.097
H 4.099 5.131 -0.968 0.105
H 3.939 3.522 -1.594 0.066
C 2.943 -4.476 -2.003 -0.666
O 2.058 -4.493 -1.173 0.049
N 2.992 -5.371 -3.044 0.144
N 3.969 -3.565 -1.973 0.159
H 3.708 -5.368 -3.744 0.084
H 2.248 -6.040 -3.102 0.099
H 3.980 -2.904 -1.218 0.071
H 4.701 -3.536 -2.655 0.090
C -0.149 2.735 5.867 -0.660
O 0.456 1.674 5.861 0.014
N 0.492 3.940 5.791 0.151
N -1.507 2.789 5.940 0.163
H 0.013 4.820 5.779 0.091
H 1.491 3.925 5.720 0.101
H -1.999 1.915 5.962 0.109
H -2.029 3.643 5.925 0.095
C -9.740 -3.084 0.843 -0.688
O -9.250 -2.559 1.828 0.015
N -9.016 -3.636 -0.164 0.162
N -11.111 -3.158 0.684 0.124
H -9.440 -4.069 -0.960 0.091
H -8.006 -3.613 -0.123 0.068
H -11.676 -2.758 1.407 0.088
H -11.551 -3.577 -0.112 0.078
C 5.222 7.398 -6.375 -0.692
O 5.512 8.179 -7.269 0.002
N 6.005 7.185 -5.284 0.161
N 4.064 6.662 -6.403 0.143
H 5.775 6.550 -4.534 0.047
H 6.859 7.707 -5.223 0.102
H 3.456 6.791 -7.189 0.095
H 3.803 6.022 -5.677 0.088
```

## Properties
LUMO: 2.0 eV
Total charge: -1
Kohn-Sham gap: 7.3 eV
E_HOMO: -0.1937 hartree

Entry 4:
Formula: C2H3FN3P
Source: the OMol25 dataset
Level of theory: wB97M-V/def2-TZVPD

```
10
Properties=species:S:1:pos:R:3:lowdin_charge:R:1
C -1.098 0.158 -1.279 -0.508
C 0.077 -0.254 0.610 -0.655
N -1.956 0.015 -0.345 0.137
N -1.183 -0.316 0.777 -0.029
N 0.198 0.154 -0.950 0.145
F -1.432 0.354 -2.514 0.174
P 1.411 -0.751 1.648 0.792
H 0.894 0.339 -1.600 0.097
H 0.842 0.106 2.746 -0.063
H 2.245 0.194 0.905 -0.090
```

## Properties
LUMO (spin up / spin down): 0.6 / -3.2 eV
Kohn-Sham gap (spin up / spin down): 5.8 / 7.0 eV
E_HOMO (spin up / spin down): -0.1913 / -0.3751 hartree
Spin multiplicity: 3
<S²>: 2.010